1.
Here is a molecular structure, C15H31ClO4P2Tc at a distorted geometry from the Open Molecules 2025 dataset. Energies are from wB97M-V/def2-TZVPD.

Positions of all 54 atoms, in Å:
1 Tc -0.346 0.822 -0.958
2 Cl 4.022 -2.637 3.249
3 P 1.863 -2.920 0.068
4 P -0.533 0.915 2.596
5 O 1.225 1.060 -0.216
6 O 3.851 -1.289 3.857
7 O 5.001 -2.848 2.144
8 O 2.054 -2.400 1.459
9 C 2.714 -1.967 -1.230
10 C 2.329 -4.635 -0.136
11 C -0.953 3.339 -2.183
12 C 0.109 -2.506 -0.486
13 C -1.037 0.206 -2.715
14 C -2.126 1.666 -0.590
15 C -2.456 0.700 -2.932
16 C -0.112 2.542 -3.221
17 C -3.118 1.315 -1.674
18 C -0.722 2.658 3.057
19 C -0.567 -1.212 -0.027
20 C -1.845 0.018 3.465
21 C -1.114 2.666 -0.836
22 C 1.033 0.380 3.330
23 C 0.090 1.084 -2.878
24 H -2.502 1.603 0.435
25 H 0.069 3.247 2.567
26 H -1.707 3.019 2.726
27 H -0.869 -0.853 -2.929
28 H 0.075 -2.570 -1.583
29 H -0.434 4.290 -2.011
30 H -0.816 3.267 0.032
31 H -1.660 -1.315 -0.171
32 H -3.074 -0.149 -3.253
33 H 1.257 1.051 4.169
34 H -1.632 -1.055 3.379
35 H 1.810 0.438 2.550
36 H 1.715 -5.242 0.544
37 H 0.941 -0.664 3.655
38 H -0.625 2.694 4.149
39 H -0.571 2.614 -4.212
40 H -3.859 0.602 -1.291
41 H -3.692 2.205 -1.961
42 H 2.192 -4.964 -1.176
43 H 0.871 3.022 -3.299
44 H 3.393 -4.686 0.147
45 H 2.703 -0.903 -0.961
46 H -1.820 0.368 4.500
47 H 3.747 -2.328 -1.316
48 H -0.494 -3.335 -0.084
49 H 2.212 -2.091 -2.199
50 H -0.403 -1.106 1.060
51 H -1.933 3.580 -2.612
52 H -2.799 0.253 2.973
53 H 1.023 0.623 -3.217
54 H -2.479 1.427 -3.752

Orbital gap (spin up / spin down), eV: 4.760 / 5.579
HOMO level (spin up / spin down), eV: -13.62 / -15.19
Charge: +2
E, eV: -57520.568
Relative energy (zero: lowest compared OMol25 entry of this formula, charge and spin), kJ/mol: 0.00
Multiplicity: 4

2.
Here is a molecular structure, C15H31ClP2Re at a distorted geometry from the Open Molecules 2025 dataset. Energies are from wB97M-V/def2-TZVPD.

Positions of all 50 atoms, in Å:
1 Re 0.849 0.500 -0.123
2 Cl 0.985 0.051 2.209
3 P -0.642 -4.280 -0.149
4 P -2.292 0.993 1.900
5 C -0.446 -1.318 -0.055
6 C -1.392 2.306 2.829
7 C -2.720 -0.176 3.236
8 C 3.276 1.901 -0.902
9 C 1.611 0.209 -1.932
10 C 2.363 3.008 -0.314
11 C 0.997 2.480 0.103
12 C -0.286 -5.276 -1.644
13 C 0.348 2.386 -2.378
14 C -0.016 2.106 -0.923
15 C -3.881 1.810 1.530
16 C 1.236 1.276 -2.960
17 C 2.625 0.518 -0.909
18 C -0.265 -2.556 -0.936
19 C 0.920 -4.507 0.806
20 H -0.567 2.451 -2.981
21 H 0.855 3.353 -2.519
22 H 0.670 0.781 -3.758
23 H -3.809 -0.124 3.408
24 H 4.175 1.865 -0.271
25 H 0.766 -2.612 -1.324
26 H -4.571 1.075 1.076
27 H 1.774 -4.663 0.127
28 H -2.440 -1.189 2.909
29 H 2.287 3.858 -1.016
30 H 1.618 -0.805 -2.331
31 H -1.051 2.351 -0.652
32 H 1.094 -3.622 1.432
33 H 3.610 2.158 -1.917
34 H 0.735 -5.091 -1.981
35 H -4.336 2.284 2.409
36 H -3.633 2.574 0.781
37 H 2.111 1.694 -3.476
38 H 0.556 2.978 0.970
39 H 0.824 -5.379 1.476
40 H 3.275 -0.292 -0.573
41 H -2.073 2.771 3.562
42 H -0.993 -5.051 -2.447
43 H -0.987 -2.531 -1.776
44 H 2.832 3.404 0.604
45 H -0.397 -6.326 -1.371
46 H -0.514 1.873 3.312
47 H -0.502 -1.586 1.019
48 H -2.180 0.056 4.158
49 H -1.360 -0.740 -0.344
50 H -1.042 3.058 2.108

Orbital gap (spin up / spin down), eV: 6.726 / 4.021
HOMO level (spin up / spin down), eV: -14.20 / -14.13
Charge: +2
E, eV: -49266.273
Relative energy (zero: lowest compared OMol25 entry of this formula, charge and spin), kJ/mol: 70.22
Multiplicity: 4

- Which value of relative energy (zero: lowest compared OMol25 entry of this formula, charge and spin) does entry 2 give?
  70.22 kJ/mol

- What is the multiplicity in the second record?
  4

- multiplicity of number 2 (C15H31ClP2Re)?
  4